Entry 1:
Density functional theory data (wB97M-V/def2-TZVPD) for a molecular structure, C7H5ClNO4S at a distorted geometry.

Positions of all 19 atoms, in Å:
C -0.305 1.366 0.920
C 1.165 -0.296 1.939
C 0.351 0.870 1.914
C 1.865 -0.335 0.637
C 1.421 -1.396 3.038
C -0.497 0.316 -0.177
C 0.872 -0.317 -0.502
N 2.047 -2.522 2.682
O 3.052 -0.501 0.357
O 1.177 -1.056 4.165
O 1.036 -3.878 4.702
O 3.323 -3.011 4.808
S 2.196 -3.407 4.026
Cl 2.961 -4.938 2.966
H -0.861 2.240 0.856
H -1.116 -0.432 0.254
H -0.950 0.912 -1.086
H 1.389 0.061 -1.327
H 0.650 -1.292 -0.753

Summary:
**ΔE to the lowest compared entry with this formula, charge and spin**: 1.493 eV
**Strongest force on any atom**: 0.1113 hartree/bohr
**Frontier orbital gap (alpha / beta)**: 7.680 / 7.679 eV
**Charge**: -1
**HOMO (alpha / beta)**: -0.2071 / -0.2071 Ha

---

Entry 2:
Density functional theory data (wB97M-V/def2-TZVPD) for a molecular structure, C28H20Co2F3O6 at a distorted geometry.

Positions of all 59 atoms, in Å:
O -6.765 -1.325 1.367
C -5.729 -0.922 1.696
Co -4.092 -0.464 2.241
C -4.196 -1.552 3.652
O -4.207 -2.281 4.552
C -3.056 -1.383 1.155
O -2.422 -2.096 0.500
C -4.041 1.253 2.779
C -2.687 0.791 2.694
C -1.597 0.441 3.538
C -0.619 -0.400 3.086
C 0.139 -1.289 4.004
C -0.457 -1.316 5.427
C -0.782 0.083 5.925
C -1.763 0.807 4.989
Co -3.268 1.681 1.248
C -4.792 1.620 0.351
O -5.777 1.671 -0.253
C -2.085 1.288 -0.021
O -1.409 1.135 -0.955
C -3.159 3.460 1.400
O -3.148 4.616 1.479
H -4.578 1.814 3.525
H -0.439 -0.479 2.011
H 0.154 -2.314 3.597
H 1.185 -0.949 4.046
H -1.371 -1.925 5.414
H 0.244 -1.801 6.111
H -1.215 0.055 6.930
H 0.130 0.686 5.971
H -1.687 1.901 5.096
H -2.792 0.566 5.302
F 5.731 4.089 -4.828
C 4.394 4.151 -5.129
F 3.932 5.335 -4.636
F 4.313 4.231 -6.499
C 3.644 2.954 -4.601
C 2.318 3.035 -4.156
C 1.692 1.898 -3.664
C 2.362 0.623 -3.611
C 1.652 -0.495 -3.077
C 2.009 -1.871 -2.984
C 1.027 -2.772 -2.445
C 1.296 -4.127 -2.295
C 2.546 -4.665 -2.649
C 3.514 -3.803 -3.179
C 3.255 -2.451 -3.360
C 3.696 0.607 -4.102
C 4.314 1.741 -4.589
H 1.795 3.988 -4.193
H 0.660 1.960 -3.295
H 0.656 -0.256 -2.696
H 0.053 -2.366 -2.152
H 0.531 -4.792 -1.895
H 2.758 -5.732 -2.515
H 4.486 -4.205 -3.457
H 4.028 -1.843 -3.802
H 4.283 -0.297 -4.098
H 5.334 1.689 -4.952

Summary:
**ΔE to the lowest compared entry with this formula, charge and spin**: 0.000 eV
**Strongest force on any atom**: 0.0991 hartree/bohr
**Frontier orbital gap**: 3.303 eV
**Charge**: -1
**HOMO**: -0.0829 Ha

---

Entry 3:
Density functional theory data (wB97M-V/def2-TZVPD) for C4H5N3S in the gas phase at a distorted geometry.

Positions of all 13 atoms, in Å:
C 0.985 1.868 0.003
C 0.168 0.696 -0.058
C 1.129 -0.406 -0.087
C -2.663 -0.032 0.099
N 2.251 1.596 0.041
N 2.346 0.254 -0.022
N 1.008 -1.678 -0.184
S -1.487 1.103 -0.154
H 0.630 2.878 0.043
H -3.665 0.309 -0.054
H -2.440 -1.068 0.261
H 3.250 -0.189 0.000
H 1.901 -2.155 -0.230

Summary:
**ΔE to the lowest compared entry with this formula, charge and spin**: 3.586 eV
**Strongest force on any atom**: 0.0280 hartree/bohr
**Frontier orbital gap (alpha / beta)**: 6.234 / 7.321 eV
**Charge**: 0
**HOMO (alpha / beta)**: -0.2716 / -0.2867 Ha